Entry from the OMol25 dataset: a molecular structure, C4H4NO3S2 at a distorted geometry (wB97M-V/def2-TZVPD).

XYZ file:
```
14
Properties=species:S:1:pos:R:3:forces:R:3
C 2.48126 -1.00467 0.35047 0.20 -1.01 2.45
C 0.42449 1.80767 0.23557 -1.81 0.64 -0.98
C -1.00549 0.12462 -1.49541 2.35 3.56 0.17
C -1.30383 -0.07608 0.86456 0.09 -1.02 2.06
N -0.77611 0.40889 -0.22695 -0.44 -0.08 0.06
O 0.47463 2.39801 -0.79551 1.10 0.56 -0.41
O 0.61859 1.82027 1.40661 0.63 -0.50 0.45
O 2.01949 -1.43403 1.32502 -0.53 0.42 -1.10
S 3.45468 -0.52993 -0.74655 0.24 0.61 -1.35
S -2.26921 -1.61000 0.78989 1.58 0.45 0.01
H -0.70619 0.94564 -2.18266 0.17 -0.87 0.48
H -1.48666 -0.66955 -1.90999 -1.70 -2.24 -0.35
H -0.78981 0.19320 1.84356 -0.97 -0.54 -1.51
H -1.13584 -2.37401 0.54140 -0.92 0.03 0.02
```
Forces are in eV/Å.

Values from the calculation:
- Lowest unoccupied orbital energy: 2.77 eV
- Calculated total energy: -33515.83091 eV
- Total charge: -1
- Energy relative to the best compared isomer or geometry (same formula, charge and spin): 34.51 kcal per mole
- Gap between HOMO and LUMO: 5.27 eV
- HOMO: -2.50 eV

Löwdin charges in e:
1 C -0.884
2 C -0.604
3 C -0.112
4 C -0.644
5 N -0.215
6 O 0.047
7 O 0.058
8 O 0.094
9 S 0.769
10 S 0.574
11 H 0.043
12 H -0.027
13 H 0.061
14 H -0.160